[1]
Entry from OMol25: a structure of composition C6H18BrClNO3P2PtS in a non-equilibrium geometry (the ωB97M-V functional and the def2-TZVPD basis).

For the HOMO energy, the calculation gives -10.45 eV. As for the net charge: +1. For the frontier orbital gap, the calculation gives 0.09648 Ha.

The geometry in XYZ format:
```
34
Properties=species:S:1:pos:R:3:forces:R:3:mulliken_charge:R:1
C 0.693000 -2.777833 0.795939 0.708 -0.018 0.898 -0.77
C 2.136691 -2.237831 0.470987 -0.287 -0.419 0.442 -0.37
C 2.254329 -1.179740 -0.663107 1.285 -2.482 -0.962 -0.64
O 1.393748 -0.075965 -0.715116 0.327 1.219 0.459 -0.10
P 1.125511 0.922540 0.618662 -1.757 -4.703 2.214 0.32
S 0.697913 2.257316 2.274510 -0.162 1.246 1.130 -0.19
Cl 3.129897 0.761627 1.387028 0.275 0.035 -0.336 -0.20
C -0.652819 1.254109 -0.086722 -1.420 0.628 -1.220 -1.18
C -1.647011 0.063689 0.177533 -0.624 0.522 -0.685 0.37
O -1.604384 -0.866298 -0.882269 0.798 -0.627 1.304 -0.42
C -3.148098 0.589815 0.288157 0.661 0.007 0.521 -0.88
N -3.886353 0.473183 -0.997495 -0.887 -0.712 -0.094 -0.54
P 1.781904 2.826195 -0.548711 2.972 2.050 -1.567 0.57
O 3.423199 3.118453 -0.347741 -3.227 -0.798 -0.917 -0.34
Br 1.581807 2.465470 -2.743222 0.169 0.196 1.364 -0.08
H 0.797030 -3.867183 1.023083 -0.379 0.808 -0.404 0.36
H 0.394589 -2.326977 1.779589 -0.172 -0.262 -0.925 0.25
H -0.074822 -2.586033 0.020343 0.536 -0.160 0.439 0.09
H 2.742305 -3.118946 0.138046 -0.325 0.898 -0.025 0.41
H 2.611816 -1.932743 1.435868 -0.327 0.022 -0.882 0.19
H 3.347143 -0.928070 -0.773851 -0.970 0.390 0.286 0.34
H 2.056799 -1.764023 -1.605354 -0.110 0.751 0.649 0.39
H 0.667680 -0.161307 1.455241 0.309 0.588 -0.368 0.03
H 0.173545 1.468517 3.276425 0.411 0.054 -0.944 0.23
H -1.060418 2.199185 0.335145 0.515 -0.736 -0.163 0.68
H -0.626996 1.388095 -1.202307 0.255 -0.196 0.882 0.30
H -1.455682 -0.484848 1.123230 0.146 0.347 -0.645 0.26
H -1.523482 -0.423871 -1.744506 -0.303 0.198 -0.093 0.15
H -3.667204 -0.051741 1.038999 0.367 0.494 -0.480 0.36
H -3.209844 1.640407 0.642622 0.138 -0.648 -0.264 0.36
H -4.720002 1.057427 -0.900218 0.334 0.077 -0.383 0.26
H -4.276903 -0.479732 -1.023297 0.101 0.197 0.229 0.41
H 3.882354 2.632933 -1.057021 0.486 0.287 0.093 0.34
Pt -3.337242 0.144180 -2.990470 0.156 0.747 0.445 0.05
```
Forces are in eV/Å.

[2]
Entry from OMol25: a cluster of 3 separate species, C6H18Cl2O2P in total in a non-equilibrium geometry (the ωB97M-V functional and the def2-TZVPD basis).

For the HOMO energy, the calculation gives -12.58 eV. As for the net charge: +1. As for the relative energy (zero: lowest compared OMol25 entry of this formula, charge and spin): 129.1 kJ/mol. For the frontier orbital gap, the calculation gives 0.22068 Ha.

The geometry in XYZ format:
```
29
Properties=species:S:1:pos:R:3:forces:R:3:mulliken_charge:R:1
Cl 1.361996 -2.053235 0.787230 -2.602 2.089 0.024 -0.04
P -0.297544 -0.680540 0.751484 0.131 -2.222 -0.194 0.43
Cl -2.142190 -1.778748 0.790505 2.968 1.794 0.025 0.00
H -0.143441 0.216035 1.898483 -0.334 -0.899 -0.954 0.29
H -0.166262 0.061177 -0.503582 -0.306 -0.687 1.132 0.28
C 5.031367 0.132763 0.382558 0.202 0.304 0.332 -1.01
C 5.921453 -0.981011 -0.145389 -0.606 0.009 -0.333 0.32
C 5.765667 -1.149521 -1.648318 0.326 -0.061 -0.217 -1.14
O 5.583691 -2.203732 0.504516 -0.107 -0.203 0.227 -0.50
H 3.974575 -0.087787 0.194862 0.017 -0.040 -0.187 0.14
H 5.144737 0.234432 1.467293 0.068 0.009 -0.165 0.31
H 5.277083 1.090444 -0.086608 -0.090 -0.088 0.063 0.37
H 6.967583 -0.760898 0.093917 -0.183 -0.215 0.095 0.30
H 4.734896 -1.415699 -1.908115 -0.019 0.121 0.074 0.28
H 6.402850 -1.962654 -2.012470 -0.051 0.182 0.086 0.31
H 6.033442 -0.230351 -2.178474 -0.058 -0.121 0.014 0.35
H 4.656376 -2.407154 0.297697 0.507 0.101 -0.012 0.29
C -5.561166 0.402914 1.153378 0.069 -0.015 0.326 -1.13
C -4.973587 1.534342 0.325069 -0.708 -0.331 -0.199 0.30
C -5.868322 1.880070 -0.854499 0.013 0.324 -0.144 -1.20
O -3.687470 1.150148 -0.154309 0.853 -0.302 -0.087 -0.52
H -5.664432 -0.508732 0.554279 -0.120 0.122 -0.090 0.28
H -4.900590 0.156529 1.991692 -0.116 0.119 -0.016 0.27
H -6.544543 0.673528 1.550095 0.139 -0.104 -0.050 0.39
H -4.837152 2.419735 0.955601 0.217 -0.156 -0.149 0.28
H -5.982424 1.020833 -1.524967 -0.058 -0.026 0.161 0.32
H -5.426900 2.687474 -1.448671 -0.091 -0.071 0.163 0.32
H -6.860921 2.195051 -0.518081 0.127 -0.063 -0.078 0.37
H -3.798772 0.364586 -0.715177 -0.189 0.431 0.152 0.35
```
Forces are in eV/Å.

[3]
Entry from OMol25: a structure of composition C6H18ClMgO3 in a non-equilibrium geometry (the ωB97M-V functional and the def2-TZVPD basis).

For the HOMO energy (alpha / beta), the calculation gives -15.39 / -15.05 eV. As for the net charge: +2. As for the relative energy (zero: lowest compared OMol25 entry of this formula, charge and spin): 93.6 kJ/mol. For the frontier orbital gap (alpha / beta), the calculation gives 0.16892 / 0.09481 Ha. The spin multiplicity is 2.

The geometry in XYZ format:
```
29
Properties=species:S:1:pos:R:3:forces:R:3:mulliken_charge:R:1
Mg -3.587410 -2.498958 1.329234 1.255 0.492 -0.011 0.91
Cl -1.635003 -1.361002 1.395444 -1.630 -0.629 -0.052 -0.01
C -0.685816 -3.501210 -1.957947 -0.345 -0.233 -0.603 -0.87
C 0.215244 -2.343881 -2.320269 0.967 0.074 0.754 -0.30
O -0.186215 -1.030053 -1.865536 -0.589 -0.554 -0.360 -0.40
H -1.604550 -3.528933 -2.543822 -0.240 0.213 0.189 0.27
H -0.876112 -3.571617 -0.887005 -0.123 0.200 0.174 0.20
H -0.176680 -4.430263 -2.214346 0.165 -0.004 -0.014 0.35
H 0.437581 -2.315763 -3.386983 -0.267 0.257 0.112 0.36
H 1.147813 -2.542169 -1.791957 0.388 -0.083 -0.295 0.26
H -0.267684 -1.137163 -0.915021 -0.023 0.130 0.126 0.17
C 2.293079 0.264317 0.525462 0.868 0.702 0.384 -0.83
C 1.747437 0.191843 1.961749 -0.067 0.198 -1.663 0.07
O 1.443945 -1.173868 2.175766 -0.098 0.402 0.828 -0.37
H 1.567398 0.073113 -0.265067 -0.099 -0.167 0.159 0.20
H 3.135697 -0.422107 0.442406 -0.170 -0.132 -0.103 0.31
H 2.720999 1.253985 0.365593 -0.035 0.226 -0.180 0.35
H 0.851941 0.812307 1.996505 -0.275 -0.104 0.352 -0.09
H 2.443744 0.653619 2.661764 0.165 -0.752 0.211 0.35
H 0.542639 -1.258870 1.856362 0.119 -0.459 0.165 0.15
C -0.965899 2.227223 0.444532 1.187 -1.499 1.756 -0.73
C -1.495422 3.625847 0.287677 -3.102 0.320 -1.232 -0.33
O -0.472186 4.332905 -0.270499 -0.677 0.234 -0.791 -0.10
H -1.680017 1.586272 0.961557 -0.602 0.362 -0.112 0.29
H -0.196105 2.355599 1.205480 0.623 -0.642 -0.333 0.29
H -0.647819 1.701291 -0.455647 0.158 0.565 -0.095 0.39
H -1.899929 4.057808 1.203036 0.826 0.011 0.902 0.33
H -2.396470 3.590356 -0.324654 0.504 0.476 -0.871 0.34
H 0.225801 4.389369 0.386183 1.119 0.395 0.604 0.44
```
Forces are in eV/Å.